Entry 1:
Entry from OMol25: the molecule C3H3O2P at a distorted geometry (wB97M-V/def2-TZVPD).

Geometry as XYZ:
```
9
Properties=species:S:1:pos:R:3:forces:R:3
C -2.5229 0.5105 0.2521 -0.9 0.6 0.3
C -1.5395 -0.0545 -0.0628 0.9 -1.3 -0.8
C -0.2228 -0.6135 -0.1841 -0.1 0.3 1.1
O 0.1357 -1.7482 -0.3766 -0.2 0.6 -0.4
O 0.6003 0.3931 0.1811 -0.4 -1.4 -0.3
P 2.1902 -0.1986 0.3067 -0.4 -1.6 -0.9
H -3.3115 1.0969 0.5831 -1.1 0.5 0.2
H 2.4163 1.1245 0.4609 1.5 1.5 -0.5
H 2.2543 -0.5103 -1.1605 0.6 0.8 1.3
```
Positions in Å, forces in eV/Å.

HOMO   -9.80 eV
Net charge   0
Frontier orbital gap   10.173 eV
SMILES string   C#CC(=O)OP

Entry 2:
Entry from OMol25: a structure of composition C3H3O2Pr at a distorted geometry (wB97M-V/def2-TZVPD).

Geometry as XYZ:
```
9
Properties=species:S:1:pos:R:3:forces:R:3
C -0.8288 -0.6045 -0.1896 0.8 -0.7 2.0
C -1.2374 0.7240 -0.0907 -1.6 -0.5 -0.3
H -1.1003 1.3996 -0.9395 1.0 0.3 0.9
H -1.4124 -1.4881 0.0619 -0.1 0.4 0.5
H -1.9280 1.0353 0.6978 -0.7 -0.1 -0.7
O 1.5042 -1.3524 -0.2182 1.6 -0.6 1.6
C 0.5824 -0.5481 0.1155 -0.5 1.7 -5.1
O 0.9024 0.7278 0.2353 2.1 -0.1 1.5
Pr 3.5178 0.1063 0.3276 -2.6 -0.5 -0.4
```
Positions in Å, forces in eV/Å.

HOMO (spin up / spin down)   -11.13 / -11.16 eV
Net charge   +1
Frontier orbital gap (spin up / spin down)   5.956 / 5.949 eV
Spin multiplicity   4

Entry 3:
Entry from OMol25: a structure of composition C3H3O2Sm at a distorted geometry (wB97M-V/def2-TZVPD).

Geometry as XYZ:
```
9
Properties=species:S:1:pos:R:3:forces:R:3
O -0.8897 -0.9538 -0.0205 -1.4 -0.2 0.1
C -0.4601 0.1118 -0.5411 1.1 -1.4 2.1
C 0.8979 0.1736 0.0292 0.8 1.7 -2.2
C 0.9471 -0.7247 1.0959 0.1 -0.9 0.0
H 1.7190 0.6921 -0.4684 0.1 0.3 0.8
H 1.1407 -0.3501 2.1037 0.0 -0.1 0.1
H 1.0234 -1.8029 0.9428 -0.4 0.1 0.1
O -1.0691 0.9833 -1.1762 -1.7 1.0 -1.4
Sm -3.3092 1.8708 -1.9655 1.4 -0.7 0.5
```
Positions in Å, forces in eV/Å.

HOMO (spin up / spin down)   -16.91 / -17.83 eV
Net charge   +2
Frontier orbital gap (spin up / spin down)   7.424 / 8.547 eV
Spin multiplicity   8

ΔE to the lowest compared entry with this formula, charge and spin values (in eV) by entry order: 2.239, 0.148, 0.557.
Calculated total energy values (in Eh) by entry order: -607.84838, -783.24510, -923.77570.